Density functional theory data (the ωB97M-V functional and the def2-TZVPD basis) for C6H16N2 as an isolated structure in a non-equilibrium geometry.

Its LUMO energy is 0.94 eV. For the highest occupied orbital energy, the calculation gives -8.3 eV. The total charge is 0.

Each line ends with the Mulliken charge.
Element x y z (Å)
1 C 0.67900 -0.13343 0.09666  1.845
2 C -1.14447 -0.27426 0.67269  -0.105
3 C 0.18390 0.80311 -0.90033  -1.160
4 C 1.48290 0.39070 1.26328  -1.451
5 C 1.10680 -1.51141 -0.37738  -1.857
6 C -2.22553 -0.64358 -0.33675  -1.459
7 N -1.56946 0.77999 1.56661  -0.532
8 N 1.74300 1.12964 -1.64669  -0.596
9 H -0.93571 -1.15189 1.28953  0.466
10 H -2.22836 0.45150 2.26649  0.269
11 H -1.96537 1.57339 1.07385  0.216
12 H 2.02698 0.49824 -2.39484  0.156
13 H 1.91462 2.09653 -1.91948  0.155
14 H -0.34177 0.39275 -1.75701  0.247
15 H -0.12402 1.77951 -0.53953  0.456
16 H 0.58874 -1.82179 -1.28657  0.375
17 H 0.93871 0.65876 2.17101  0.351
18 H 2.06931 1.29720 1.09410  0.323
19 H 2.23820 -0.31484 1.62960  0.336
20 H 2.17978 -1.52776 -0.58278  0.481
21 H 0.91534 -2.25744 0.40400  0.436
22 H -3.10668 -1.05933 0.16887  0.412
23 H -2.56132 0.23180 -0.90281  0.316
24 H -1.86459 -1.38738 -1.05253  0.318



Density functional theory data (the ωB97M-V functional and the def2-TZVPD basis) for a 2-piece molecular cluster, C9H14O overall in a non-equilibrium geometry.

Its LUMO energy (spin up / spin down) is -3.88 / -7.48 eV. Its expectation value of S² is 0.7668. For the highest occupied orbital energy (spin up / spin down), the calculation gives -14.1 / -14.4 eV. As for the spin multiplicity: 2. The total charge is +1.

Each line ends with the Mulliken charge.
Element x y z (Å)
1 C 1.45351 0.14910 -2.44778  -0.585
2 C 1.45389 -0.94971 -3.49451  -0.908
3 H 2.17468 0.96435 -2.43335  0.378
4 H 0.48352 0.58812 -2.26331  0.164
5 H 1.66587 -0.32640 -1.47017  0.122
6 H 0.74593 -1.72052 -3.17510  0.240
7 H 1.08128 -0.58074 -4.44655  0.303
8 H 2.38350 -1.51662 -3.51279  0.313
9 C 0.26346 -2.58943 1.22111  -1.475
10 C 0.04020 1.11963 1.86607  -0.640
11 C -0.86181 1.46337 0.82665  0.982
12 C 0.35523 -0.19712 1.99909  -0.383
13 C -0.12403 -1.14851 1.06819  0.762
14 C -1.41008 0.51348 -0.09014  -0.493
15 C -1.01398 -0.77839 0.00774  -0.607
16 O -0.92279 2.75139 0.55232  -0.405
17 H 0.46674 1.84986 2.54075  0.462
18 H 1.01041 -0.57295 2.77884  0.431
19 H -2.08980 0.92430 -0.83208  0.345
20 H -1.74462 2.96985 0.08258  0.364
21 H -0.37542 -3.02308 1.99622  0.382
22 H 1.31564 -2.56883 1.51777  0.407
23 H -1.30634 -1.54646 -0.68282  0.458
24 H 0.23279 -3.16314 0.29596  0.383



Density functional theory data (the ωB97M-V functional and the def2-TZVPD basis) for the molecule C4H9FN2S in a non-equilibrium geometry.

Its LUMO energy is 0.87 eV. For the highest occupied orbital energy, the calculation gives -8.9 eV. The total charge is 0.

Each line ends with the Mulliken charge.
Element x y z (Å)
1 H 1.74701 -0.92809 -1.84324  0.231
2 N 1.80553 -0.06713 -1.29100  -0.739
3 C 0.82030 -0.05899 -0.49294  0.699
4 C -0.30192 -1.11072 -0.55036  -0.769
5 C -1.64054 -0.56153 -1.13448  -0.353
6 F -2.71935 -1.09298 -0.42374  -0.305
7 N 0.63694 0.93019 0.46632  -0.038
8 C -0.16385 0.84482 1.66278  -0.925
9 S 1.88663 2.06559 0.60189  -0.198
10 H -0.54069 -1.52282 0.48426  0.298
11 H 0.05679 -1.98083 -1.13637  0.360
12 H -1.71744 -0.84437 -2.18393  0.313
13 H -1.62333 0.49865 -1.09857  0.333
14 H -1.10910 0.36763 1.49070  0.402
15 H 0.36177 0.30473 2.47763  0.294
16 H -0.38412 1.87271 2.02684  0.277
17 H 2.88540 1.28314 0.94420  0.120



Density functional theory data (the ωB97M-V functional and the def2-TZVPD basis) for an isolated ion of composition C30H37N4O and charge +1 in a non-equilibrium geometry.

Its LUMO energy is -3.04 eV. For the highest occupied orbital energy, the calculation gives -10.4 eV. The total charge is +1.

Each line ends with the Mulliken charge.
Element x y z (Å)
1 C -7.25285 1.30179 -0.15398  -1.390
2 C -5.82489 0.87514 -0.17720  1.071
3 C -5.48916 -0.40115 -0.64263  -0.884
4 C -4.15494 -0.74526 -0.81725  -0.322
5 C -3.14836 0.13015 -0.37807  -1.024
6 C -1.69370 -0.30387 -0.52271  1.120
7 C -0.65091 0.74840 -0.20455  -0.163
8 C 0.67991 0.66641 -0.47688  -0.155
9 N 1.52624 1.74265 -0.55578  0.500
10 C 2.94491 1.53837 -0.82706  0.139
11 C 3.61122 0.67372 0.24515  -0.564
12 C 5.08592 0.46849 0.01073  0.640
13 C 5.98928 0.72701 1.04404  -0.435
14 C 7.36072 0.62129 0.80872  -0.580
15 C 7.82128 0.19574 -0.44534  -0.448
16 C 6.90906 -0.11609 -1.46154  -0.664
17 C 5.53702 0.01267 -1.23074  -0.222
18 C 3.49283 2.96424 -0.85813  0.169
19 O 4.65230 3.31318 -1.06729  -0.709
20 N 2.44494 3.80536 -0.61505  0.264
21 C 2.64319 5.23426 -0.56379  -0.982
22 C 1.14326 3.16680 -0.45761  0.174
23 C 0.53757 3.56103 0.89370  -1.447
24 C 0.20048 3.63135 -1.57709  -1.469
25 N -1.55564 -1.56108 0.13272  0.451
26 C -2.22897 -1.87416 1.28694  -0.392
27 C -2.38099 -3.18227 1.70935  -0.787
28 C -1.87405 -4.25888 0.91931  2.171
29 N -2.11667 -5.56316 1.23109  0.023
30 C -1.70244 -6.67778 0.40084  -0.977
31 C -2.79918 -6.01222 2.43235  -1.068
32 C -1.15312 -3.88823 -0.25362  -1.077
33 C -0.95913 -2.56600 -0.56212  -0.417
34 C -3.49871 1.31962 0.25724  -0.408
35 C -4.82629 1.74142 0.26154  -0.904
36 H -7.31225 2.38295 -0.01003  0.370
37 H -7.73152 1.04366 -1.10369  0.371
38 H -7.83675 0.82991 0.64612  0.288
39 H -6.27299 -1.12633 -0.87004  0.405
40 H -3.88298 -1.71885 -1.25124  0.409
41 H -1.52824 -0.49983 -1.60758  0.366
42 H -1.00587 1.73155 0.05411  -0.639
43 H 1.17675 -0.28784 -0.68344  0.405
44 H 3.10125 1.08697 -1.82634  0.106
45 H 3.45513 1.15058 1.22793  0.284
46 H 3.09395 -0.29763 0.26093  0.393
47 H 5.59784 1.04237 2.01533  0.327
48 H 8.06321 0.87341 1.60474  0.373
49 H 8.89317 0.10406 -0.62943  0.366
50 H 7.25650 -0.45482 -2.43929  0.361
51 H 4.80660 -0.21876 -2.01099  0.305
52 H 3.70944 5.44718 -0.64823  0.371
53 H 2.12118 5.74292 -1.38231  0.308
54 H 2.27795 5.64252 0.38375  0.316
55 H 1.26035 3.40224 1.70440  0.341
56 H 0.26902 4.62411 0.85715  0.523
57 H -0.36857 2.99771 1.11668  0.261
58 H 0.73269 3.64383 -2.53741  0.397
59 H -0.67670 2.98271 -1.65183  0.244
60 H -0.13249 4.65276 -1.35105  0.436
61 H -2.66898 -1.05131 1.85825  0.448
62 H -2.95815 -3.35549 2.61703  0.220
63 H -1.30447 -6.35758 -0.56450  0.274
64 H -0.93533 -7.26005 0.93971  0.352
65 H -2.56580 -7.34397 0.23314  0.355
66 H -2.76022 -5.27968 3.24492  0.361
67 H -3.85219 -6.26760 2.21835  0.339
68 H -2.30663 -6.94131 2.76307  0.346
69 H -0.76806 -4.61571 -0.96182  0.157
70 H -0.38244 -2.22712 -1.42658  0.427
71 H -2.73687 1.90147 0.78415  0.478
72 H -5.09759 2.73196 0.64072  0.318



Density functional theory data (the ωB97M-V functional and the def2-TZVPD basis) for C24H64N2O9 as an isolated structure in a non-equilibrium geometry.

Its LUMO energy is 0.13 eV. For the highest occupied orbital energy, the calculation gives -7.5 eV. The total charge is 0.

Each line ends with the Mulliken charge.
Element x y z (Å)
1 C -13.32256 8.39736 -11.04793  -0.900
2 O -13.35758 8.30406 -12.44940  -0.095
3 H -12.35091 8.40799 -10.55408  0.413
4 H -13.81102 9.26526 -10.60492  0.441
5 H -13.84305 7.55808 -10.58663  0.067
6 H -14.25153 8.01327 -12.64410  -1.418
7 C -12.42971 9.84272 -15.58642  -0.694
8 O -13.52386 9.53076 -16.40432  -0.662
9 H -11.72410 10.50533 -16.08758  0.392
10 H -12.49185 10.29597 -14.59707  0.373
11 H -11.88094 8.91437 -15.42792  0.166
12 H -13.80128 8.61938 -16.28572  0.152
13 C -12.20711 6.65737 -17.14023  -1.070
14 O -11.72939 7.22402 -18.38059  -0.702
15 H -11.98281 5.64273 -16.81115  0.802
16 H -12.05356 7.36714 -16.32736  0.602
17 H -13.27893 6.63948 -17.33762  0.321
18 H -11.75542 8.18366 -18.37568  0.339
19 C -14.90222 5.45528 -18.03129  -1.083
20 O -14.80131 5.23591 -16.58927  -0.409
21 H -14.33409 6.36000 -18.24765  0.545
22 H -14.31027 4.71963 -18.57581  0.412
23 H -15.87670 5.65296 -18.47784  0.334
24 H -15.22196 4.37912 -16.48662  0.272
25 C -14.11267 7.45003 -14.88688  -2.897
26 O -14.79138 7.70088 -16.13561  -0.698
27 H -13.68320 8.28033 -14.32629  0.714
28 H -14.59456 6.74982 -14.20453  2.298
29 H -13.20604 6.92412 -15.18613  -0.844
30 H -15.16716 6.89572 -16.49906  0.717
31 C -15.86620 7.16993 -11.88306  -1.664
32 O -15.00239 7.27880 -13.01427  -0.619
33 H -15.99891 8.11023 -11.34798  0.174
34 H -16.81912 6.65611 -12.00969  0.322
35 H -15.41464 6.50015 -11.15121  0.777
36 H -15.48902 7.92301 -13.53368  2.091
37 O -15.76163 5.16134 -12.83643  -0.771
38 H -15.32046 5.97340 -13.08571  -0.339
39 H -16.57592 5.16641 -13.33956  0.348
40 C -13.82156 11.15628 -13.96208  -1.359
41 C -15.12633 10.75783 -13.23086  2.374
42 C -15.87991 12.00062 -12.97862  -1.076
43 C -17.29170 11.78149 -12.45362  -0.791
44 C -18.04838 10.99771 -13.51374  -1.218
45 C -17.41265 9.62574 -13.84178  1.770
46 N -15.96788 9.81573 -14.05903  -1.015
47 O -15.32876 8.63513 -14.42059  -0.560
48 C -17.70650 8.66396 -12.65801  -1.914
49 C -18.10808 9.11796 -15.12971  -2.079
50 C -14.68404 10.22611 -11.86939  -1.665
51 H -14.12679 11.63955 -14.89020  0.718
52 H -13.18894 10.29740 -14.18609  -1.084
53 H -13.15929 11.84615 -13.43904  0.489
54 H -15.37985 12.55103 -12.18170  0.319
55 H -15.84208 12.59172 -13.89365  0.430
56 H -17.80650 12.72782 -12.28761  0.490
57 H -17.36822 11.26828 -11.49505  0.336
58 H -18.27923 11.61143 -14.38445  0.334
59 H -19.03177 10.75205 -13.11290  0.492
60 H -17.54027 7.61360 -12.89716  0.508
61 H -17.09365 8.89889 -11.78776  0.231
62 H -18.79081 8.72826 -12.56716  0.659
63 H -19.19583 9.14931 -15.06726  0.462
64 H -17.85737 9.79350 -15.94757  0.462
65 H -17.73180 8.12210 -15.36374  0.234
66 H -14.82486 9.14696 -11.80865  -0.381
67 H -15.35229 10.44819 -11.03739  0.424
68 H -13.69661 10.58499 -11.57909  0.702
69 H -15.19659 8.75023 -15.36446  1.975
70 C -12.39215 5.53391 -14.76435  -1.579
71 C -11.98506 5.51617 -13.31196  1.138
72 C -13.31702 5.42242 -12.55477  -0.675
73 C -13.11693 5.17863 -11.02925  -1.036
74 C -12.14179 4.00387 -10.81864  -1.736
75 C -10.75055 4.21887 -11.42047  1.288
76 N -11.05273 4.46554 -12.84462  0.474
77 O -9.99310 4.28386 -13.66524  -0.498
78 C -9.80327 5.23955 -10.75563  -1.410
79 C -10.05248 2.80286 -11.27329  -1.922
80 C -11.50274 6.98761 -13.00977  -0.121
81 H -12.83177 4.55106 -14.93422  0.262
82 H -11.54915 5.54956 -15.45516  0.783
83 H -13.16229 6.22981 -15.09708  0.745
84 H -13.95741 6.29479 -12.68512  0.117
85 H -13.87380 4.53877 -12.86664  1.511
86 H -14.01344 4.77761 -10.55644  0.189
87 H -12.66564 6.10126 -10.66429  0.370
88 H -12.60005 3.07432 -11.15632  0.477
89 H -11.83889 3.90660 -9.77610  0.504
90 H -10.28035 6.18092 -10.48298  0.190
91 H -9.38240 4.91041 -9.80555  0.497
92 H -8.92202 5.42186 -11.37066  0.333
93 H -9.14047 2.75312 -11.86817  0.407
94 H -9.59982 2.61907 -10.29891  0.383
95 H -10.69575 2.09271 -11.79290  0.405
96 H -10.45102 7.20281 -13.19866  0.568
97 H -11.78456 7.44180 -12.05982  -0.469
98 H -11.86325 7.72819 -13.72369  -0.099
99 H -9.43397 4.99070 -13.33456  0.427



Density functional theory data (the ωB97M-V functional and the def2-TZVPD basis) for an isolated ion of composition C3H7INO and charge +1 in a non-equilibrium geometry.

Its LUMO energy is -4.40 eV. For the highest occupied orbital energy, the calculation gives -14.5 eV. The total charge is +1.

Each line ends with the Mulliken charge.
Element x y z (Å)
1 C -0.89827 -1.27769 0.51243  -1.213
2 C -0.67949 0.20806 0.36731  0.338
3 N 0.09222 0.56892 -0.90437  -0.162
4 C 1.29712 1.01195 -0.14352  -0.421
5 I 2.95989 -0.23877 -0.12358  0.328
6 O 0.26072 0.73386 1.26929  -0.404
7 H -0.03044 -1.85644 0.20073  0.329
8 H -1.78139 -1.60843 -0.02520  0.378
9 H -1.05322 -1.47807 1.57147  0.330
10 H -1.62654 0.76336 0.41743  0.331
11 H 0.26277 -0.23508 -1.52647  0.368
12 H -0.31888 1.33330 -1.45792  0.384
13 H 1.51553 2.07503 -0.15761  0.414



Ordered energy above the lowest of the compared OMol25 structures with the same formula, charge and spin results: 282.23; 43.68; 128.17; 0.00; 3150.85; 186.08; unit kJ/mol.